No. 1
{"formula": "C3H6O2", "method": "wB97M-V/def2-TZVPD", "total_charge": 0, "total_energy_ev": -7303.13952, "relative_energy_kj_mol": 51.97, "fmax_ha_per_bohr": 0.039, "lumo_ev": 0.92, "elements": ["C", "O", "C", "C", "O", "H", "H", "H", "H", "H", "H"], "positions_angstrom": [[0.960907, 1.174461, 1.030289], [-0.323167, 0.726988, 0.490141], [-0.121997, -0.367390, -0.273589], [-1.401362, -0.739166, -0.977673], [0.939552, -0.960858, -0.328932], [1.660480, 1.373701, 0.197917], [0.723784, 2.131618, 1.526926], [1.339296, 0.428223, 1.709865], [-1.228847, -1.486492, -1.839513], [-2.105988, -1.176717, -0.200172], [-1.945081, 0.193198, -1.358859]], "forces_ev_per_angstrom": [[-0.817, 1.219, -0.311], [1.426, -0.134, -0.167], [0.149, -0.626, -0.173], [-1.321, -0.370, -0.848], [-1.163, 0.599, -0.142], [-0.284, -0.294, 0.510], [0.187, -0.592, -0.055], [0.257, -0.051, 0.163], [-0.232, 1.230, 1.576], [0.870, 0.307, -0.993], [0.927, -1.288, 0.442]]}

No. 2
{"formula": "C3H6O2", "method": "wB97M-V/def2-TZVPD", "total_charge": 0, "total_energy_ev": -7302.65218, "relative_energy_kj_mol": 98.99, "fmax_ha_per_bohr": 0.010, "lumo_ev": 0.92, "elements": ["C", "C", "O", "C", "O", "H", "H", "H", "H", "H", "H"], "positions_angstrom": [[1.241611, 0.768089, 0.330210], [-0.009478, -0.016419, 0.645500], [-0.052647, -0.729465, 1.628196], [-1.135765, -0.122474, -0.379317], [-0.746955, -1.183328, -1.236649], [1.552813, 1.342390, 1.208078], [1.135906, 1.423222, -0.533897], [2.036697, 0.043509, 0.126789], [-1.255921, 0.759249, -1.010967], [-2.085874, -0.329811, 0.131537], [-0.548362, -1.934260, -0.657839]], "forces_ev_per_angstrom": [[0.058, 0.088, -0.048], [0.137, -0.329, 0.363], [-0.132, 0.335, -0.236], [-0.095, 0.208, 0.086], [0.045, -0.297, 0.055], [-0.120, -0.087, -0.120], [-0.025, -0.025, 0.064], [-0.087, 0.099, -0.009], [0.118, -0.009, 0.116], [0.211, -0.007, -0.020], [-0.111, 0.024, -0.251]]}

No. 3
{"formula": "C3H6O2", "method": "wB97M-V/def2-TZVPD", "total_charge": 0, "total_energy_ev": -7299.26775, "relative_energy_kj_mol": 425.54, "fmax_ha_per_bohr": 0.049, "lumo_ev": 0.97, "elements": ["C", "C", "C", "O", "O", "H", "H", "H", "H", "H", "H"], "positions_angstrom": [[1.252229, 0.973953, 0.462444], [1.014770, -0.126147, -0.212277], [-0.184426, -0.997953, -0.248755], [-1.309180, -0.446084, 0.493408], [-1.931064, 0.585701, -0.284267], [0.485208, 1.416516, 1.077041], [2.177244, 1.516698, 0.363570], [1.678619, -0.656597, -0.936617], [-0.513786, -1.179073, -1.279512], [-0.010854, -1.943403, 0.275475], [-2.658759, 0.856388, 0.289490]], "forces_ev_per_angstrom": [[-0.057, 0.282, -0.122], [0.521, -1.727, -1.515], [-1.945, 1.318, 0.965], [0.265, -0.778, 0.325], [0.395, 0.138, -0.672], [-0.116, -0.044, 0.170], [0.184, -0.022, -0.007], [0.480, 1.123, 0.727], [0.133, -0.095, 0.136], [0.031, 0.044, -0.195], [0.109, -0.239, 0.187]]}